12
Properties=species:S:1:pos:R:3:forces:R:3:lowdin_charge:R:1 method="wB97M-V/def2-TZVPD" lumo_ev=0.93 max_force_ev_per_a=1.92 e_above_lowest_ev=5.748 spin_multiplicity=1 e_tot_ha=-269.1350 orbital_gap_ha=0.395
C -0.85321 -1.13735 -0.10029 -0.145 1.301 0.385 0.037
C -0.01762 0.53026 0.29308 -0.795 -0.936 -0.329 -0.347
C -0.43711 1.94319 0.14215 -0.212 -0.220 -0.222 -0.081
O -0.22805 1.33661 1.41634 -0.301 -0.504 -0.001 -0.014
C 1.27975 -0.06306 0.02238 0.017 -0.553 -0.240 -0.096
C 1.77034 -1.11498 -0.33548 0.940 0.939 0.185 0.114
H -0.29415 -1.57237 0.70961 0.309 -0.628 -0.417 0.027
H -0.44112 -1.08758 -1.09347 0.324 -0.707 0.030 0.025
H -1.80302 -1.72847 -0.18078 -0.286 1.829 0.514 0.058
H -1.47702 2.10088 -0.13276 0.025 0.043 0.136 0.108
H 0.22702 2.78938 -0.08186 -0.006 -0.679 -0.079 0.120
H 2.27421 -1.99651 -0.65890 0.129 0.115 0.035 0.048

77
Properties=species:S:1:pos:R:3:forces:R:3:lowdin_charge:R:1 method="wB97M-V/def2-TZVPD" lumo_ev=2.58 max_force_ev_per_a=2.51 total_charge=-1 e_above_lowest_ev=0.269 spin_multiplicity=1 e_tot_ha=-1714.0030 orbital_gap_ha=0.144
Bi -1.61324 0.01972 0.59627 0.243 0.639 -0.348 1.332
N -2.36185 -1.95976 1.75249 0.683 -1.259 1.705 -0.128
N -0.58656 -2.00524 -1.04268 -0.248 0.031 -1.041 -0.156
C 1.31839 2.09513 -0.41351 -0.150 -0.442 1.200 -0.285
C 2.20500 1.03957 -0.08463 -0.723 0.583 0.783 -0.264
C 2.07270 0.78047 1.30319 -0.793 0.959 -0.460 -0.281
C 2.85728 -0.20278 2.07309 0.182 -0.353 0.363 -0.082
H 3.58889 -0.69244 1.41890 -0.034 -0.082 0.233 0.055
H 2.20321 -0.96593 2.51804 0.303 -0.010 -0.039 0.040
H 3.40704 0.29059 2.89122 0.053 -0.207 0.005 0.068
C 1.09923 1.66489 1.83587 0.630 0.017 -1.316 -0.345
C 0.75198 1.82505 3.26442 0.054 0.139 0.325 -0.093
H 1.43141 2.56147 3.72939 -0.201 -0.077 0.228 0.071
H 0.84152 0.88255 3.82137 -0.043 0.124 -0.090 0.042
H -0.27313 2.20453 3.37473 0.055 -0.077 0.148 0.055
C 0.63352 2.48721 0.77196 0.919 -0.882 -0.081 -0.363
C -0.29661 3.63362 0.91409 -0.035 0.388 0.029 -0.107
H -1.12991 3.40260 1.59781 0.045 0.114 -0.140 0.047
H -0.71492 3.94318 -0.05653 0.003 -0.053 0.231 0.059
H 0.23858 4.50728 1.33232 -0.324 0.004 -0.052 0.068
C 3.17073 0.35577 -0.97323 0.284 -0.265 -0.171 -0.093
H 4.13075 0.21598 -0.45103 -0.069 -0.008 -0.283 0.062
H 3.35901 0.93590 -1.88438 0.056 -0.122 0.039 0.056
H 2.82318 -0.64621 -1.27172 0.140 -0.010 -0.101 0.055
C 1.17297 2.77044 -1.71630 -0.032 0.332 -0.352 -0.079
H 0.12625 2.77064 -2.05341 0.154 0.096 -0.188 0.062
H 1.78036 2.27720 -2.48244 -0.114 0.157 -0.045 0.051
H 1.50325 3.81908 -1.62966 -0.091 -0.054 -0.311 0.073
C -3.20652 -2.47609 2.68279 0.321 -0.317 -0.940 -0.145
H -3.70416 -1.74261 3.32428 -0.083 -0.350 -0.310 0.107
C -3.39690 -3.85351 2.78075 0.062 0.194 0.036 -0.095
H -4.10654 -4.25909 3.50422 0.243 0.112 -0.171 0.091
C -2.67993 -4.70614 1.92808 -0.267 -0.330 -0.204 -0.099
H -2.85275 -5.78578 1.93870 -0.073 0.336 0.102 0.092
C -1.73198 -4.18142 1.05490 -0.038 0.765 0.647 -0.028
H -1.14194 -4.77988 0.35878 -0.115 -0.012 0.453 0.104
C -1.51671 -2.79736 1.09027 -0.608 -0.721 -0.031 -0.375
C -0.42843 -2.08781 0.38844 -1.485 0.686 -0.280 -0.316
H 0.59021 -2.29103 0.73788 -0.323 0.190 -0.177 0.107
C -0.97730 -0.78368 -1.53008 2.196 -0.026 0.470 -0.291
C -0.22567 -2.86219 -2.08062 0.073 0.422 0.756 -0.045
H -0.02444 -3.90126 -1.88551 0.191 0.024 -0.202 0.106
C -0.25808 -2.12622 -3.20224 0.203 0.150 -0.377 -0.076
H 0.00821 -2.36515 -4.21177 -0.111 -0.171 -0.146 0.105
N -0.64510 -0.82785 -2.86010 -0.678 -0.248 -0.126 -0.013
C -0.54230 0.30127 -3.73373 0.104 0.245 -0.055 -0.125
C 0.64700 0.53776 -4.43952 -0.368 0.357 -0.200 -0.200
C 0.72007 1.66184 -5.27837 -0.369 -0.118 0.144 -0.017
H 1.63692 1.83738 -5.85039 -0.250 -0.041 0.263 0.114
C -0.34358 2.55558 -5.40154 -0.055 -0.318 0.334 -0.279
C -0.24180 3.77155 -6.27332 0.016 0.212 -0.144 -0.064
H -0.25512 4.69096 -5.67186 0.041 -0.193 -0.122 0.083
H -1.08484 3.82683 -6.97268 0.135 0.006 0.079 0.076
H 0.68614 3.75173 -6.85263 -0.129 0.079 0.049 0.070
C -1.51119 2.30499 -4.67542 0.316 -0.370 0.085 -0.012
H -2.36976 2.97383 -4.77862 0.249 -0.153 0.081 0.117
C -1.62209 1.18665 -3.84122 0.141 0.047 -0.496 -0.206
C -2.91222 0.89913 -3.15470 -0.599 0.316 0.140 -0.065
H -3.31873 -0.08143 -3.44248 0.192 0.172 0.209 0.090
H -3.63689 1.66383 -3.46012 0.010 -0.185 0.120 0.073
H -2.83217 0.93151 -2.05775 -0.061 -0.161 -0.272 0.012
C 1.84373 -0.35360 -4.34646 0.639 -0.161 -0.067 -0.051
H 1.73079 -1.24169 -4.98662 0.092 0.165 0.233 0.076
H 2.06829 -0.67510 -3.32092 -0.214 0.042 -0.280 0.064
H 2.72517 0.19391 -4.71026 -0.214 -0.164 0.096 0.082
C -0.93716 -0.50177 5.62463 0.268 0.066 0.145 -0.046
N 0.06898 -1.55528 5.73409 -0.133 0.119 0.534 -0.195
C 0.77171 -1.74122 7.00311 0.010 -0.087 -0.322 -0.065
C 0.53474 -2.16401 4.62107 -0.339 0.770 -2.179 -0.301
O 0.27865 -1.80034 3.46092 0.248 -1.142 2.226 -0.014
H -1.70074 -0.65199 6.39511 0.067 -0.064 -0.044 0.081
H -1.39742 -0.56176 4.63551 0.204 0.099 0.118 0.079
H -0.49519 0.49371 5.77222 -0.103 -0.194 -0.194 0.087
H 1.08639 -2.79037 7.08471 -0.088 0.241 0.078 0.080
H 1.67696 -1.11304 7.07580 -0.344 -0.080 -0.033 0.090
H 0.10877 -1.49455 7.83937 0.076 -0.121 -0.192 0.081
H 1.17592 -3.03978 4.84766 0.003 0.227 -0.102 0.137

59
Properties=species:S:1:pos:R:3:forces:R:3:mulliken_spin:R:1 method="wB97M-V/def2-TZVPD" lumo_ev="-0.79 / -1.71" max_force_ev_per_a=3.71 s_squared=9.044 e_above_lowest_ev=2.649 spin_multiplicity=6 e_tot_ha=-2541.3057 orbital_gap_ha="0.254 / 0.223"
O -0.86958 0.20344 -4.27995 -1.827 1.241 1.929 -0.008
H -1.38000 0.96853 -4.58839 0.237 -0.220 -0.574 0.013
Mn -1.39172 0.46873 -2.14735 0.889 -1.665 0.574 4.162
N -0.68906 1.65914 -0.06574 0.829 0.201 0.040 0.186
N 0.60499 1.02056 -2.22303 1.360 0.162 0.496 0.153
N -2.15389 -0.71956 -0.15109 0.377 -3.388 -0.946 0.029
N -0.80348 -1.47987 -2.18643 -1.329 -2.628 2.253 -0.041
O -1.01431 1.65259 1.18294 -0.107 0.729 -0.817 0.255
O -2.40304 -0.39951 1.12949 -0.345 1.206 0.221 0.020
O 0.24831 -1.83304 -2.89066 0.728 0.654 -0.757 -0.015
O 1.43550 0.35283 -2.91776 -0.071 1.407 0.609 0.362
C 1.00672 2.14868 -1.59567 -0.026 -0.406 0.168 0.101
C 0.30262 2.49649 -0.40343 -0.059 -0.592 -0.645 -0.049
C -2.31363 -2.00544 -0.44275 -0.210 2.914 0.499 -0.027
C -1.55758 -2.42545 -1.59798 1.918 1.717 -2.451 0.081
C 0.77186 3.57471 0.49941 0.230 0.453 0.132 0.013
H 1.42389 3.18141 1.29328 -0.240 0.054 -0.128 0.001
H -0.08037 4.08123 0.96093 0.126 -0.192 0.065 -0.004
H 1.34540 4.31419 -0.06905 -0.145 -0.141 0.264 0.001
C 2.25671 2.83383 -1.98409 0.294 0.429 -0.175 0.026
H 2.45645 2.70037 -3.04451 0.035 -0.150 0.005 -0.001
H 3.11560 2.45857 -1.41688 -0.082 -0.021 -0.072 0.008
H 2.16222 3.90332 -1.78431 0.145 -0.129 -0.088 0.003
C -3.06484 -2.98559 0.39549 0.044 -0.040 0.269 0.004
C -1.49972 -3.84889 -2.00040 0.158 -0.281 0.027 0.003
H -3.61330 -2.45029 1.17615 0.122 -0.174 -0.159 0.000
H -2.38302 -3.70562 0.87228 -0.206 0.150 -0.094 -0.002
H -3.77191 -3.55133 -0.23158 0.256 0.168 0.202 -0.002
H -0.89123 -3.95782 -2.89916 -0.083 -0.015 0.137 0.000
H -2.52055 -4.20001 -2.19740 0.228 -0.072 0.026 0.004
H -1.07082 -4.45838 -1.19623 -0.063 -0.067 -0.175 0.005
H -1.87196 0.50405 1.19508 -0.954 -0.698 0.349 0.003
H 0.78785 -0.86758 -3.00357 -0.787 -1.811 -0.381 0.006
C -2.95825 1.44313 -1.69777 -1.689 1.392 -1.691 -0.367
H -2.87416 2.48138 -1.39623 0.278 0.070 0.216 0.012
H -3.78701 0.97243 -1.18767 0.157 -0.322 0.250 0.021
H -3.19342 1.46127 -2.78507 -0.444 0.168 0.186 0.034
O -5.68867 3.08449 -1.97182 -0.145 -0.160 0.578 -0.003
H -6.03099 2.41571 -1.35307 0.162 0.339 -0.395 0.001
H -5.22560 3.71034 -1.39793 -0.111 -0.125 -0.190 0.001
O 1.04684 -0.80965 -0.13523 0.647 -0.242 0.854 -0.001
C 1.48147 -0.96127 1.00917 -0.242 0.110 -0.051 -0.007
C 2.67177 -1.84776 1.37438 -0.426 0.029 -0.741 0.001
C 3.86108 -1.06904 1.93902 0.224 -0.101 0.162 0.000
C 3.78552 -0.82437 3.44552 0.117 0.175 -0.051 0.000
C 2.61451 0.05851 3.86021 -0.166 -0.096 0.194 0.000
C 1.24558 -0.49964 3.46166 0.062 -0.148 0.081 0.003
N 0.91860 -0.31746 2.06427 -0.644 0.403 -0.447 0.011
H 2.31466 -2.59711 2.09667 0.223 0.042 -0.167 0.000
H 2.96428 -2.35807 0.44875 -0.155 0.056 0.250 0.000
H 4.76460 -1.65005 1.72239 -0.060 0.147 0.052 0.000
H 3.97075 -0.10626 1.41964 -0.045 -0.196 -0.001 0.000
H 3.72926 -1.78573 3.97357 -0.025 0.082 -0.087 0.000
H 4.71374 -0.34066 3.76850 -0.044 -0.104 0.019 0.000
H 2.61020 0.16538 4.95039 0.113 0.064 -0.071 0.000
H 2.73593 1.05980 3.42748 -0.096 -0.094 0.074 0.000
H 1.20129 -1.57827 3.69218 -0.036 0.326 0.234 0.000
H 0.46223 0.00920 4.04109 0.199 -0.231 -0.191 -0.001
H 0.09166 0.24936 1.84222 0.701 -0.377 0.129 0.002